No. 1
{
  "formula": "C48H59Cl4N4OOsSi",
  "method": "ωB97M-V/def2-TZVPD",
  "largest_force_ev_per_a": 1.64,
  "total_charge": 1,
  "spin_multiplicity": 5,
  "total_energy_ev": -119171.8506,
  "elements": ["Os", "C", "C", "C", "C", "C", "C", "C", "C", "C", "C", "C", "C", "N", "C", "C", "C", "C", "C", "C", "C", "N", "C", "C", "C", "C", "C", "C", "C", "C", "C", "C", "C", "C", "H", "H", "H", "H", "H", "H", "H", "H", "H", "H", "H", "H", "H", "H", "H", "H", "H", "H", "H", "H", "H", "H", "H", "H", "H", "H", "H", "H", "H", "H", "H", "H", "H", "H", "H", "H", "H", "H", "H", "Cl", "Si", "Cl", "Cl", "C", "C", "N", "C", "C", "C", "O", "C", "C", "C", "C", "N", "C", "H", "H", "H", "H", "H", "H", "H", "H", "H", "H", "H", "H", "H", "H", "Cl", "C", "C", "C", "C", "C", "C", "C", "H", "H", "H", "H", "H", "H"],
  "coordinates": [[0.160, -0.130, 0.257], [2.279, -2.908, -1.926], [1.492, -2.762, -0.617], [2.405, -3.270, 0.509], [0.150, -3.478, -0.575], [0.246, -4.816, -0.929], [-0.835, -5.670, -0.878], [-1.996, -5.188, -0.326], [-2.155, -3.870, 0.104], [-3.453, -3.743, 0.906], [-3.532, -2.692, 2.009], [-4.700, -3.790, 0.006], [-1.104, -2.942, -0.141], [-1.313, -1.533, 0.000], [-2.524, -1.084, -0.231], [-3.162, 0.189, -0.067], [-4.578, 0.085, -0.058], [-5.419, 1.134, 0.195], [-4.886, 2.416, 0.389], [-3.542, 2.595, 0.289], [-2.617, 1.525, 0.063], [-1.327, 1.813, -0.032], [-0.810, 3.116, -0.177], [-0.755, 3.810, -1.427], [0.230, 4.786, -1.586], [1.039, 5.222, -0.561], [0.751, 4.768, 0.708], [-0.168, 3.753, 0.922], [-0.357, 3.438, 2.396], [-1.714, 2.910, 2.844], [0.777, 2.511, 2.819], [-1.641, 3.759, -2.678], [-0.999, 2.980, -3.833], [-3.119, 3.412, -2.518], [3.210, -2.348, -1.837], [1.739, -2.541, -2.795], [2.548, -3.943, -2.122], [1.331, -1.681, -0.440], [2.686, -4.306, 0.338], [1.922, -3.213, 1.476], [3.315, -2.670, 0.537], [1.197, -5.207, -1.246], [-0.749, -6.702, -1.183], [-2.812, -5.878, -0.178], [-3.489, -4.687, 1.464], [-3.570, -1.663, 1.678], [-2.675, -2.806, 2.663], [-4.426, -2.885, 2.598], [-4.748, -2.999, -0.737], [-5.596, -3.738, 0.619], [-4.731, -4.731, -0.537], [-3.224, -1.835, -0.583], [-5.022, -0.886, -0.209], [-6.485, 0.982, 0.245], [-5.540, 3.247, 0.599], [-3.112, 3.578, 0.394], [0.344, 5.240, -2.561], [1.805, 5.958, -0.737], [1.250, 5.207, 1.559], [-0.216, 4.389, 2.924], [-1.942, 1.945, 2.408], [-2.502, 3.616, 2.594], [-1.708, 2.791, 3.926], [0.771, 1.645, 2.153], [0.652, 2.170, 3.842], [1.733, 3.022, 2.730], [-1.658, 4.804, -3.015], [-1.050, 1.909, -3.686], [0.044, 3.266, -3.944], [-1.510, 3.213, -4.765], [-3.290, 2.427, -2.104], [-3.602, 3.453, -3.494], [-3.612, 4.138, -1.876], [-1.391, -0.275, 3.752], [0.153, -0.980, 2.562], [-0.077, -3.040, 2.901], [1.884, -0.613, 3.670], [2.792, 0.922, -4.903], [3.982, 1.530, -4.151], [4.987, 0.536, -3.848], [5.834, 0.062, -4.939], [5.446, -1.321, -5.454], [5.221, 0.023, -2.629], [6.066, -0.831, -2.427], [4.459, 0.521, -1.421], [5.239, 0.869, -0.319], [4.602, 1.122, 0.878], [3.227, 0.981, 0.960], [2.456, 0.657, -0.083], [3.081, 0.457, -1.254], [1.931, 1.586, -4.853], [2.517, -0.037, -4.466], [3.041, 0.759, -5.949], [3.648, 1.994, -3.220], [4.439, 2.313, -4.765], [6.859, 0.007, -4.559], [5.791, 0.798, -5.743], [5.571, -2.057, -4.664], [6.104, -1.586, -6.276], [4.419, -1.348, -5.811], [6.312, 0.914, -0.413], [5.160, 1.387, 1.758], [2.747, 1.114, 1.914], [2.462, 0.223, -2.106], [-4.968, -3.124, -4.040], [-3.557, -2.247, -3.588], [-3.636, -0.882, -3.329], [-2.518, -0.204, -2.913], [-1.265, -0.833, -2.753], [-0.138, -0.149, -2.219], [-1.208, -2.205, -3.098], [-2.327, -2.898, -3.490], [-4.574, -0.362, -3.433], [-2.593, 0.848, -2.714], [-0.146, 0.936, -2.246], [0.801, -0.613, -2.481], [-0.271, -2.734, -3.051], [-2.261, -3.948, -3.724]],
  "atomic_forces_ev_per_a": [[0.79, 0.33, -0.79], [-0.24, 0.30, 0.04], [0.22, -0.08, 0.13], [-0.12, 0.26, 0.04], [-0.07, 0.28, 0.04], [-0.15, 0.02, -0.01], [0.03, 0.18, 0.09], [0.11, 0.04, -0.12], [0.08, -0.05, 0.01], [-0.39, 0.19, 0.09], [0.09, -0.22, -0.04], [0.13, -0.09, 0.15], [0.26, -1.26, -0.29], [-0.31, 1.19, 0.48], [0.28, -0.99, -0.19], [-0.38, 0.72, 0.26], [0.41, -0.30, 0.01], [0.00, 0.19, -0.03], [0.16, -0.01, 0.04], [-0.07, 0.06, 0.12], [-0.41, 0.24, 0.04], [-0.03, -1.42, 0.20], [0.59, 1.52, -0.12], [-0.02, -0.10, 0.03], [0.18, 0.07, 0.19], [-0.12, -0.05, -0.04], [0.01, 0.05, -0.27], [-0.11, -0.11, 0.10], [0.04, -0.31, 0.15], [0.12, 0.17, -0.09], [-0.27, 0.23, 0.12], [-0.14, -0.31, -0.33], [-0.06, 0.17, 0.08], [0.15, 0.13, -0.05], [0.09, 0.01, -0.06], [-0.02, 0.05, -0.13], [0.02, -0.07, 0.04], [0.20, -0.24, -0.15], [0.03, -0.10, -0.07], [0.06, -0.01, 0.05], [0.11, 0.01, 0.00], [0.15, 0.00, -0.06], [0.01, -0.08, -0.04], [-0.16, -0.04, 0.10], [0.08, 0.12, -0.10], [-0.10, 0.11, 0.06], [0.06, 0.13, 0.15], [-0.11, 0.03, 0.06], [0.00, 0.14, -0.11], [-0.13, 0.04, 0.07], [-0.03, -0.05, -0.14], [0.12, 0.00, 0.09], [0.05, -0.15, -0.01], [-0.11, -0.10, -0.02], [-0.02, 0.12, 0.01], [0.00, 0.09, 0.04], [-0.09, 0.04, -0.07], [0.09, 0.14, 0.00], [0.02, 0.02, 0.13], [0.01, -0.06, -0.13], [-0.06, -0.01, 0.10], [-0.11, 0.05, -0.01], [-0.01, -0.03, 0.05], [0.07, -0.15, 0.05], [0.03, -0.14, 0.13], [0.15, -0.06, -0.07], [0.09, -0.15, 0.13], [0.02, -0.15, -0.06], [0.13, -0.02, -0.03], [-0.07, -0.01, -0.09], [-0.11, -0.04, -0.06], [-0.01, 0.01, -0.07], [-0.07, 0.00, 0.04], [0.01, 0.06, -0.08], [0.04, -0.25, -0.11], [0.03, 0.27, -0.09], [-0.08, -0.01, -0.14], [0.16, 0.22, 0.11], [-0.42, 0.08, -0.07], [0.12, 0.16, -0.07], [0.17, -0.37, -0.04], [0.06, 0.17, 0.09], [-0.23, 0.11, -0.06], [0.22, -0.15, 0.17], [-0.11, -0.03, 0.36], [-0.37, -0.05, -0.03], [-0.04, -0.01, -0.16], [0.11, 0.11, 0.30], [-0.82, -0.31, 0.43], [0.17, -0.04, -0.46], [-0.09, 0.07, -0.07], [-0.06, -0.07, 0.03], [-0.04, -0.08, -0.06], [0.09, -0.01, -0.15], [-0.03, -0.02, 0.15], [-0.10, 0.12, -0.11], [-0.01, 0.03, 0.10], [-0.02, -0.05, 0.02], [0.04, -0.10, -0.12], [-0.08, 0.01, -0.05], [0.11, -0.05, 0.00], [0.04, 0.06, 0.16], [-0.11, -0.01, -0.04], [-0.09, -0.08, 0.04], [-0.07, -0.06, -0.03], [0.32, 0.29, 0.12], [-0.30, -0.41, -0.15], [0.72, -0.11, 0.00], [-1.00, -0.45, -0.54], [0.73, 0.02, 0.75], [0.08, 0.50, 0.03], [-0.37, -0.08, -0.13], [-0.18, 0.03, -0.05], [-0.01, 0.16, 0.04], [0.08, 0.04, 0.02], [0.13, 0.01, 0.00], [0.08, -0.02, 0.03], [0.00, -0.13, -0.04]]
}

---

No. 2
{
  "formula": "C48H59F3InNOPS",
  "method": "ωB97M-V/def2-TZVPD",
  "largest_force_ev_per_a": 1.07,
  "relative_energy_ev": 0.798,
  "total_charge": 1,
  "total_energy_ev": -87716.0014,
  "elements": ["In", "S", "C", "C", "C", "C", "C", "C", "C", "C", "C", "N", "H", "H", "H", "H", "H", "H", "C", "C", "C", "C", "C", "C", "C", "C", "C", "C", "C", "C", "C", "C", "C", "C", "C", "C", "C", "C", "C", "P", "C", "C", "C", "C", "C", "C", "C", "C", "H", "H", "H", "H", "H", "H", "H", "H", "H", "H", "H", "H", "H", "H", "H", "H", "H", "H", "H", "H", "H", "H", "H", "H", "H", "H", "H", "H", "H", "H", "H", "H", "H", "H", "H", "H", "H", "H", "H", "H", "H", "H", "H", "H", "H", "F", "C", "F", "F", "C", "C", "C", "C", "C", "C", "C", "C", "H", "H", "H", "H", "C", "O", "H", "H", "H", "H"],
  "coordinates": [[-1.054, -0.082, 1.528], [-3.845, 1.874, 4.487], [-3.015, 3.161, 3.737], [-2.240, 2.736, 2.701], [-2.324, 1.334, 2.485], [-3.148, 0.735, 3.401], [-3.309, -0.713, 3.571], [-4.203, -1.278, 4.478], [-4.252, -2.650, 4.614], [-3.404, -3.439, 3.846], [-2.554, -2.809, 2.963], [-2.509, -1.482, 2.815], [-3.145, 4.170, 4.096], [-1.641, 3.413, 2.109], [-4.846, -0.640, 5.070], [-4.939, -3.103, 5.316], [-3.395, -4.516, 3.932], [-1.861, -3.387, 2.363], [1.503, -3.592, 1.760], [2.196, -3.583, 0.396], [3.715, -3.631, 0.574], [1.786, -2.398, -0.457], [2.065, -1.091, -0.072], [1.759, -0.001, -0.886], [2.294, 1.375, -0.518], [1.569, 2.053, 0.645], [3.797, 1.314, -0.220], [1.104, -0.228, -2.109], [0.898, -1.546, -2.557], [1.220, -2.599, -1.706], [0.567, -1.864, -4.011], [-0.327, -3.091, -4.202], [1.870, -2.091, -4.789], [0.843, 0.915, -3.043], [1.901, 1.239, -3.899], [1.796, 2.224, -4.862], [0.598, 2.907, -4.995], [-0.446, 2.617, -4.137], [-0.354, 1.647, -3.129], [-1.778, 1.444, -1.962], [-3.103, 0.661, -3.059], [-4.473, 0.700, -2.376], [-2.676, -0.812, -3.179], [-3.245, 1.236, -4.471], [-2.340, 3.190, -1.482], [-1.117, 3.867, -0.858], [-3.412, 3.023, -0.392], [-2.941, 4.144, -2.522], [1.639, -4.554, 2.257], [0.430, -3.402, 1.672], [1.900, -2.812, 2.407], [1.896, -4.485, -0.146], [4.077, -2.720, 1.057], [4.223, -3.725, -0.386], [4.003, -4.478, 1.199], [2.574, -0.913, 0.868], [2.176, 2.017, -1.390], [1.959, 1.725, 1.608], [0.497, 1.831, 0.637], [1.670, 3.137, 0.583], [3.993, 0.821, 0.734], [4.209, 2.323, -0.158], [4.335, 0.773, -0.999], [1.079, -3.618, -2.048], [0.066, -0.998, -4.453], [0.188, -4.008, -3.914], [-0.591, -3.194, -5.255], [-1.255, -3.033, -3.633], [2.383, -2.977, -4.409], [2.551, -1.248, -4.702], [1.657, -2.249, -5.847], [2.831, 0.697, -3.786], [2.636, 2.447, -5.506], [0.475, 3.667, -5.756], [-1.367, 3.158, -4.265], [-4.420, 0.437, -1.317], [-5.129, -0.024, -2.867], [-4.948, 1.676, -2.465], [-3.109, -1.411, -2.368], [-1.592, -0.932, -3.165], [-3.045, -1.246, -4.111], [-3.471, 2.301, -4.476], [-4.072, 0.722, -4.968], [-2.349, 1.067, -5.069], [-0.711, 3.279, -0.037], [-1.413, 4.839, -0.455], [-0.320, 4.029, -1.586], [-3.165, 2.247, 0.330], [-4.388, 2.796, -0.812], [-3.509, 3.965, 0.153], [-2.253, 4.443, -3.306], [-3.221, 5.060, -1.994], [-3.853, 3.749, -2.969], [7.230, 0.130, 6.215], [6.100, 0.405, 6.888], [6.056, -0.437, 7.937], [6.215, 1.647, 7.378], [4.889, 0.247, 6.009], [4.722, -0.950, 5.322], [3.619, -1.126, 4.509], [2.674, -0.105, 4.378], [2.851, 1.089, 5.077], [3.957, 1.264, 5.891], [1.542, -0.259, 3.510], [0.601, -0.392, 2.762], [5.455, -1.739, 5.425], [3.481, -2.056, 3.974], [2.115, 1.875, 4.978], [4.095, 2.190, 6.431], [-1.750, -2.776, -0.352], [-1.439, -1.381, -0.151], [-1.700, -2.984, -1.417], [-2.739, -3.002, 0.045], [-0.982, -3.352, 0.152], [-1.843, -0.818, -0.842]],
  "atomic_forces_ev_per_a": [[-0.19, -0.38, 0.98], [-0.02, 0.02, -0.01], [-0.02, -0.01, -0.01], [-0.04, 0.02, -0.06], [0.11, 0.14, -0.10], [0.02, -0.02, 0.02], [-0.07, 0.01, -0.06], [0.01, -0.01, -0.01], [0.02, 0.00, -0.02], [-0.02, 0.01, 0.01], [0.07, -0.03, 0.00], [0.03, 0.06, -0.09], [0.00, 0.00, 0.01], [0.01, -0.01, 0.00], [0.00, 0.00, 0.00], [0.00, 0.00, 0.00], [-0.01, 0.00, 0.00], [-0.01, 0.03, 0.01], [0.01, 0.00, -0.02], [-0.03, 0.01, 0.00], [0.01, -0.02, 0.01], [0.04, 0.02, 0.05], [-0.06, 0.03, 0.02], [0.01, -0.09, 0.09], [0.00, 0.05, -0.06], [0.04, -0.05, 0.09], [0.01, 0.04, -0.01], [0.07, 0.02, -0.03], [0.11, -0.02, -0.05], [0.03, -0.01, -0.02], [-0.06, 0.00, -0.01], [-0.02, 0.00, 0.01], [0.01, 0.00, 0.01], [0.04, -0.02, 0.00], [0.00, 0.00, -0.01], [-0.01, 0.00, 0.01], [0.00, 0.00, 0.01], [0.01, 0.03, 0.01], [-0.05, 0.09, -0.04], [-0.16, -0.03, -0.15], [-0.03, -0.01, -0.04], [-0.01, 0.02, -0.02], [-0.05, -0.02, 0.09], [0.07, -0.05, -0.03], [-0.05, 0.01, 0.02], [0.03, 0.00, -0.04], [0.03, 0.00, 0.04], [-0.05, -0.03, 0.01], [0.02, 0.00, 0.00], [0.03, -0.05, 0.03], [-0.01, 0.04, 0.00], [-0.03, 0.01, 0.00], [0.00, 0.00, 0.01], [0.00, 0.01, 0.00], [0.00, -0.01, -0.01], [0.00, 0.00, -0.01], [-0.09, -0.03, -0.03], [-0.02, -0.05, 0.02], [-0.03, 0.07, -0.08], [0.02, 0.00, 0.04], [0.00, -0.03, -0.02], [0.00, 0.00, 0.02], [0.00, 0.02, -0.02], [0.01, -0.01, -0.01], [-0.01, -0.01, 0.01], [0.01, 0.00, -0.01], [-0.01, 0.01, 0.00], [-0.01, -0.01, 0.00], [0.00, 0.00, 0.00], [0.00, 0.00, -0.01], [0.00, -0.01, 0.00], [0.00, 0.01, 0.00], [0.00, 0.00, 0.00], [0.00, 0.00, 0.00], [0.01, -0.02, -0.01], [0.00, -0.01, 0.01], [0.00, 0.01, 0.00], [0.00, 0.01, 0.00], [0.05, 0.04, -0.01], [-0.02, 0.01, -0.05], [-0.02, 0.00, 0.00], [0.01, -0.01, 0.01], [0.00, 0.00, 0.00], [0.00, 0.02, 0.01], [0.00, 0.00, 0.02], [0.00, 0.01, -0.02], [0.00, -0.01, 0.00], [0.00, 0.01, -0.04], [-0.02, 0.00, -0.02], [0.01, -0.01, 0.01], [0.02, 0.01, 0.01], [-0.03, -0.01, 0.00], [0.03, -0.02, -0.03], [0.01, 0.00, 0.00], [-0.01, -0.01, 0.02], [0.00, 0.00, -0.01], [0.00, 0.01, 0.00], [0.02, 0.00, -0.01], [-0.02, 0.00, 0.00], [0.00, 0.02, 0.01], [0.03, 0.05, 0.00], [-0.01, -0.01, 0.00], [-0.01, 0.00, 0.01], [-0.04, -0.11, 0.08], [0.18, -0.04, -0.30], [0.00, 0.00, 0.00], [0.00, -0.01, -0.02], [0.00, 0.01, 0.00], [0.00, 0.00, 0.00], [0.00, 0.05, 0.06], [-0.15, 0.24, -0.15], [0.01, -0.02, 0.02], [-0.01, 0.00, -0.01], [-0.01, -0.02, 0.01], [0.24, 0.03, -0.13]]
}